Here is a cluster of 3 separate species, C26H41BFIO13S2 in total at a distorted geometry from the OMol25 dataset. Energies are from ωB97M-V/def2-TZVPD.

Output
Highest occupied orbital energy in eV: -9.34
SMILES: CCCCOc1c(C[C@@H](C)O)c(OB(O)O)c(CCCI)c2c1C(=O)C(F)=CC2=O.CCOS(C)(=O)=O.CCOS(C)(=O)=O
LUMO energy in eV: -1.04
Kohn-Sham gap in eV: 8.31

Structure (XYZ):
```
85
Properties=species:S:1:pos:R:3:forces:R:3
C 0.775 -2.802 0.384 0.35 -0.24 -0.32
C 0.542 -2.457 -1.086 -0.35 0.93 0.39
C -0.899 -1.991 -1.341 0.43 -0.70 0.03
C -1.162 -1.556 -2.784 -0.58 -0.68 0.40
O -1.258 -0.137 -3.011 0.44 0.00 0.04
C -0.304 0.625 -2.407 0.47 -0.02 0.22
C -0.643 1.315 -1.224 -0.27 0.12 0.18
C -2.052 1.189 -0.662 0.85 -0.79 -0.11
C -2.131 0.956 0.869 -0.77 0.73 -0.01
C -2.951 2.064 1.546 0.01 0.02 0.14
O -2.823 -0.268 1.171 0.52 -0.10 -0.03
C 0.321 2.118 -0.617 -0.04 -0.10 -0.34
O 0.025 2.844 0.527 -0.03 0.37 -0.48
B -0.537 4.112 0.327 0.05 -0.19 0.45
O -1.650 4.279 -0.477 0.70 -0.16 -0.32
O 0.030 5.168 1.012 -0.09 -0.19 -0.08
C 1.630 2.265 -1.122 -0.31 -0.11 -0.37
C 2.595 3.154 -0.384 -0.31 -0.28 0.37
C 2.966 2.493 0.970 0.32 0.39 -0.01
C 4.463 2.322 1.108 0.01 -0.34 0.17
I 4.882 1.263 2.940 0.07 0.18 -0.12
C 1.928 1.587 -2.302 -0.03 0.18 0.35
C 0.978 0.780 -2.952 -0.09 -0.03 0.22
C 1.399 0.149 -4.232 -0.06 0.28 -0.15
O 1.056 -0.916 -4.661 -0.37 -0.45 -0.21
C 2.359 0.982 -5.024 0.31 0.76 0.22
F 2.267 0.946 -6.342 -0.13 -0.44 -0.20
C 3.264 1.737 -4.421 -0.15 0.16 0.00
C 3.279 1.727 -2.942 -0.54 -0.32 -0.33
O 4.308 1.795 -2.321 0.49 0.24 0.34
H 1.832 -2.741 0.636 0.08 -0.09 0.03
H 0.464 -3.823 0.594 -0.22 0.01 0.23
H 0.266 -2.100 1.044 -0.16 -0.03 0.06
H 0.769 -3.290 -1.746 0.23 -0.03 -0.05
H 1.187 -1.606 -1.321 0.21 -0.14 -0.30
H -1.549 -2.844 -1.130 -0.17 0.03 0.03
H -1.140 -1.239 -0.597 -0.14 0.24 -0.15
H -2.126 -1.955 -3.089 -0.19 0.29 -0.11
H -0.428 -2.033 -3.425 0.24 0.35 -0.18
H -2.655 2.018 -1.010 -0.10 0.20 0.18
H -2.472 0.302 -1.123 -0.24 0.04 -0.10
H -1.138 0.919 1.308 0.11 -0.09 0.01
H -3.661 1.616 2.236 0.06 -0.07 0.15
H -2.327 2.748 2.119 0.08 0.03 0.00
H -3.524 2.647 0.832 -0.01 0.03 -0.12
H -2.175 -0.977 1.224 0.00 -0.05 -0.02
H -1.362 4.578 -1.348 -0.49 0.17 -0.08
H 0.680 5.647 0.493 0.01 0.22 0.20
H 2.118 4.107 -0.174 -0.10 0.12 0.00
H 3.474 3.372 -0.975 0.12 -0.11 -0.06
H 2.613 3.100 1.801 -0.15 0.03 0.02
H 2.470 1.531 1.058 0.01 -0.13 0.00
H 4.999 3.262 1.176 -0.01 0.09 0.05
H 4.891 1.726 0.310 0.01 -0.08 -0.06
H 3.965 2.358 -4.957 0.26 -0.16 -0.05
O -5.244 1.193 -1.238 0.06 0.01 -0.19
S -6.022 0.002 -1.062 -0.22 -0.08 0.36
O -6.149 -0.937 -2.134 0.17 0.07 -0.13
O -7.478 0.424 -0.570 0.07 -0.05 0.11
C -8.183 1.417 -1.339 -0.31 0.32 -0.35
C -8.791 0.843 -2.603 0.17 -0.16 -0.08
C -5.516 -0.836 0.393 -0.51 -0.17 0.01
H -7.520 2.255 -1.561 0.12 -0.09 0.05
H -8.968 1.789 -0.683 0.08 -0.13 0.17
H -8.020 0.548 -3.314 0.00 0.02 0.01
H -9.431 1.585 -3.081 -0.02 0.03 0.06
H -9.383 -0.043 -2.375 -0.06 0.04 0.03
H -5.473 -0.126 1.212 0.06 0.02 0.01
H -4.536 -1.251 0.208 0.10 0.05 -0.09
H -6.232 -1.629 0.596 -0.06 0.05 -0.05
O 3.730 -3.660 2.843 -0.07 -0.18 -0.04
S 5.139 -3.805 3.049 0.24 0.31 0.12
O 5.777 -5.064 2.816 -0.14 -0.12 -0.08
O 5.491 -3.308 4.520 0.03 0.10 -0.08
C 4.738 -3.867 5.615 -0.23 -0.28 0.44
C 5.209 -5.259 5.987 0.05 -0.10 -0.22
C 5.999 -2.544 2.178 0.02 0.07 0.00
H 3.674 -3.857 5.376 0.04 0.03 -0.16
H 4.891 -3.185 6.449 0.12 0.14 -0.14
H 4.983 -5.977 5.199 -0.02 0.01 0.01
H 4.716 -5.588 6.902 -0.01 0.07 0.02
H 6.288 -5.270 6.140 -0.01 0.03 0.07
H 5.538 -1.587 2.409 0.02 -0.04 -0.03
H 5.908 -2.766 1.117 -0.04 -0.06 0.01
H 7.044 -2.559 2.476 -0.01 -0.04 0.02
```
Forces are in eV/Å.

---

Here is a cluster of 2 separate species, C12H17N in total at a distorted geometry from the OMol25 dataset. Energies are from ωB97M-V/def2-TZVPD.

Output
ΔE to the lowest compared entry with this formula, charge and spin in kcal per mole: 78.0
Highest occupied orbital energy in eV: -7.74
SMILES: Cc1c[nH]c2ccccc12.CCC
LUMO energy in eV: 0.94
Kohn-Sham gap in eV: 8.68

Structure (XYZ):
```
30
Properties=species:S:1:pos:R:3:forces:R:3
C -0.164 -3.289 0.262 3.29 -2.73 -2.25
C 0.636 -2.728 1.455 0.00 0.74 0.50
C -0.116 -2.539 -1.058 -0.97 6.76 1.59
H 0.574 -4.181 -0.124 -2.28 1.08 1.42
H -1.206 -3.623 0.422 0.82 -0.13 0.42
H -0.110 -2.420 2.231 0.81 0.43 -0.47
H 0.667 -1.600 -1.054 -1.26 -2.75 0.00
H -0.027 -3.070 -1.952 0.11 -1.05 -1.16
H 1.369 -1.850 1.129 -1.77 -2.18 0.83
H 1.200 -3.553 1.967 -0.28 0.82 -0.62
H -1.053 -1.818 -1.125 1.32 -1.59 -0.22
C 2.254 0.580 -1.801 1.53 -0.67 0.31
C 0.201 1.285 -0.503 -3.82 -0.13 1.50
C 1.463 0.746 -0.577 0.82 -1.59 2.16
C -0.311 0.927 0.811 -3.12 2.87 0.31
C 1.728 0.228 0.698 0.45 1.75 -0.91
C -0.779 1.871 -1.363 3.47 0.07 -1.15
C -1.707 1.090 1.279 3.97 0.20 -3.63
C -1.996 2.038 -0.905 -4.58 -1.58 0.61
C -2.545 1.503 0.290 0.72 -0.18 1.05
N 0.686 0.542 1.610 2.57 -1.20 -2.36
H -0.610 2.200 -2.405 0.37 -0.41 0.68
H 1.677 0.803 -2.653 -0.94 0.05 -1.10
H 2.690 -0.454 -1.936 -0.30 1.21 0.28
H 2.704 -0.125 0.936 0.29 -0.42 0.77
H 0.590 0.122 2.503 -0.13 -0.35 0.52
H -1.865 0.787 2.242 -1.11 -0.86 2.21
H -2.807 2.115 -1.594 -0.18 1.10 -0.92
H -3.581 1.243 0.411 -0.56 0.85 -0.18
H 3.012 1.351 -1.795 0.76 -0.11 -0.19
```
Forces are in eV/Å.

---

Here is a cluster of 11 separate species, C27H49Cl20IO3Si in total at a distorted geometry from the OMol25 dataset. Energies are from ωB97M-V/def2-TZVPD.

Output
Highest occupied orbital energy in eV: -9.59
SMILES: C[Si](C)(C)C1=C(I)C(=O)OC1=O.ClCCCl.ClCCCl.ClCCCl.ClCCCl.ClCCCl.ClCCCl.ClCCCl.ClCCCl.ClCCCl.ClCCCl
LUMO energy in eV: -0.79
Kohn-Sham gap in eV: 8.80

Structure (XYZ):
```
101
Properties=species:S:1:pos:R:3:forces:R:3
C -0.735 -3.160 1.354 -0.32 0.53 0.21
Si -0.729 -1.576 0.347 0.48 -0.68 0.02
C 0.546 -0.439 1.125 -0.12 -0.30 -0.14
C -0.318 -2.036 -1.421 -0.56 0.09 0.45
C -2.505 -0.900 0.399 0.00 0.14 0.07
C -3.025 0.326 0.403 0.60 0.37 0.01
I -2.007 2.138 0.335 -0.44 -0.25 -0.14
C -4.508 0.241 0.452 -0.21 0.71 0.19
O -5.317 1.109 0.305 0.07 -0.39 0.17
O -4.835 -1.073 0.679 -0.44 0.03 -0.56
C -3.695 -1.806 0.403 0.84 -0.81 -0.17
O -3.704 -2.970 0.147 -0.47 0.40 0.35
H 0.249 -3.620 1.343 0.11 -0.12 -0.12
H -0.943 -2.893 2.390 0.02 -0.04 0.15
H -1.506 -3.856 1.041 0.04 -0.19 -0.17
H 1.053 -1.008 1.903 0.00 -0.11 0.13
H 1.300 -0.198 0.379 0.03 0.28 -0.09
H 0.159 0.458 1.589 0.01 0.22 -0.02
H -0.768 -3.014 -1.585 -0.01 -0.14 -0.14
H 0.756 -2.127 -1.543 0.10 0.07 -0.11
H -0.740 -1.358 -2.157 0.15 0.18 -0.15
Cl 3.409 -2.550 -1.797 0.05 -0.03 -0.07
C 3.553 -3.534 -3.284 -0.05 -0.06 0.00
C 2.994 -2.834 -4.498 0.07 0.00 -0.06
Cl 1.221 -2.676 -4.440 0.00 -0.02 0.00
H 3.048 -4.479 -3.106 -0.06 0.03 0.04
H 4.613 -3.729 -3.428 0.03 0.03 -0.04
H 3.231 -3.414 -5.389 0.02 -0.03 0.02
H 3.412 -1.839 -4.610 0.00 0.06 0.04
Cl -5.094 1.907 -5.444 0.02 0.01 -0.04
C -6.140 0.974 -4.340 -0.10 0.01 0.06
C -5.365 0.371 -3.198 -0.01 -0.04 0.12
Cl -4.261 -0.922 -3.739 0.04 0.04 0.05
H -6.643 0.209 -4.925 0.06 -0.01 -0.05
H -6.885 1.664 -3.948 0.03 0.02 0.02
H -6.057 -0.080 -2.488 -0.03 0.00 -0.02
H -4.775 1.121 -2.678 0.04 0.01 -0.03
Cl 0.147 -5.503 4.244 -0.07 -0.05 0.01
C 1.733 -6.087 3.682 0.06 -0.05 -0.03
C 2.841 -5.139 4.060 0.07 -0.02 0.02
Cl 2.726 -3.588 3.186 -0.01 0.03 0.02
H 1.673 -6.221 2.605 -0.03 0.06 -0.02
H 1.903 -7.056 4.147 0.00 0.02 0.04
H 3.803 -5.580 3.804 -0.01 0.00 -0.04
H 2.828 -4.920 5.124 -0.03 0.03 0.01
Cl 6.195 -1.490 -4.063 0.10 0.00 0.06
C 7.183 -0.422 -5.096 0.06 -0.03 -0.10
C 6.707 1.004 -5.030 0.02 0.02 0.01
Cl 5.084 1.182 -5.754 -0.01 0.06 0.01
H 7.132 -0.809 -6.111 -0.04 -0.01 -0.01
H 8.211 -0.489 -4.747 -0.02 0.02 0.07
H 7.386 1.647 -5.587 -0.02 -0.01 -0.03
H 6.654 1.362 -4.006 -0.02 -0.01 0.02
Cl 2.194 1.664 -1.586 -0.03 -0.10 0.04
C 3.072 2.737 -2.705 0.04 -0.10 -0.04
C 2.525 4.139 -2.655 0.04 0.02 0.00
Cl 0.866 4.199 -3.310 -0.05 0.10 0.02
H 2.992 2.317 -3.704 -0.04 -0.02 0.00
H 4.118 2.721 -2.406 -0.11 0.02 0.09
H 3.140 4.800 -3.260 -0.01 -0.02 -0.07
H 2.494 4.519 -1.637 -0.05 -0.03 0.02
Cl -0.890 -0.781 4.357 -0.04 0.09 0.03
C -0.756 -2.240 5.375 0.06 -0.09 -0.04
C -1.292 -2.028 6.765 -0.09 -0.10 0.00
Cl -0.281 -0.901 7.712 0.00 0.03 0.04
H 0.290 -2.533 5.390 0.02 0.03 -0.02
H -1.326 -3.024 4.881 -0.04 0.01 0.01
H -1.296 -2.972 7.307 0.04 0.09 -0.10
H -2.302 -1.628 6.747 0.02 0.06 -0.01
Cl -7.205 2.384 4.085 0.00 -0.01 0.03
C -7.983 1.973 2.533 0.07 -0.09 -0.10
C -8.793 3.117 1.984 0.01 0.02 -0.07
Cl -10.239 3.461 2.971 -0.01 0.02 0.01
H -8.598 1.092 2.693 -0.03 0.02 0.06
H -7.187 1.723 1.834 0.01 0.04 -0.01
H -9.144 2.866 0.984 -0.01 -0.03 0.01
H -8.204 4.028 1.930 0.00 0.02 0.05
Cl 6.018 4.144 -3.302 0.11 0.09 -0.02
C 7.149 5.498 -3.571 0.03 0.10 0.03
C 7.980 5.294 -4.811 -0.01 0.06 -0.06
Cl 9.126 3.939 -4.632 0.01 -0.02 -0.01
H 7.769 5.593 -2.684 0.02 -0.07 0.01
H 6.549 6.399 -3.676 -0.03 -0.02 -0.04
H 8.569 6.187 -5.007 0.02 0.00 0.04
H 7.355 5.087 -5.676 -0.01 -0.04 0.01
Cl -2.253 6.218 -6.558 0.02 0.02 -0.01
C -2.462 4.862 -5.420 0.00 -0.10 0.00
C -3.430 5.191 -4.314 -0.05 -0.08 0.04
Cl -2.789 6.431 -3.203 0.00 0.02 0.00
H -1.483 4.605 -5.026 0.02 0.05 0.00
H -2.841 4.019 -5.995 -0.03 0.01 0.01
H -3.619 4.299 -3.720 0.03 -0.01 -0.02
H -4.375 5.556 -4.709 0.01 0.04 -0.02
Cl 1.390 -3.821 11.435 0.02 -0.01 -0.01
C 0.011 -2.702 11.282 0.01 0.09 0.02
C -1.293 -3.433 11.101 -0.05 0.08 0.05
Cl -1.379 -4.260 9.522 -0.03 -0.15 0.09
H 0.209 -2.038 10.444 0.01 -0.04 -0.05
H -0.027 -2.114 12.197 -0.01 -0.03 0.02
H -2.118 -2.723 11.132 0.02 0.03 -0.03
H -1.443 -4.181 11.874 0.04 -0.05 -0.03
```
Forces are in eV/Å.

---

Here is a structure of composition C4H13N3 at a distorted geometry from the OMol25 dataset. Energies are from ωB97M-V/def2-TZVPD.

Output
ΔE to the lowest compared entry with this formula, charge and spin in kcal per mole: 93.2
Highest occupied orbital energy (alpha / beta) in eV: -6.82 / -6.82
LUMO energy (alpha / beta) in eV: 0.50 / 0.50
Kohn-Sham gap (alpha / beta) in eV: 7.32 / 7.32

Structure (XYZ):
```
20
Properties=species:S:1:pos:R:3:forces:R:3
C -1.704 -0.290 -2.146 0.03 -0.04 0.13
C -0.505 0.613 -1.944 1.25 -1.11 0.58
H -2.206 -0.129 -3.106 -0.04 0.02 0.00
H -2.451 -0.136 -1.358 0.01 -0.05 -0.10
H -1.412 -1.343 -2.113 -0.03 0.00 0.03
H -0.753 1.665 -2.094 0.01 0.12 0.49
H 0.295 0.417 -2.657 -0.03 -0.20 -0.17
H 0.313 -0.073 -0.624 -1.06 1.01 -1.22
C 0.507 0.115 0.754 0.24 -0.42 1.75
N 1.798 0.777 0.785 0.23 -0.70 -0.03
N -0.586 1.042 0.932 -0.91 0.10 -1.82
N 1.482 -1.419 2.361 -0.49 -0.02 -0.87
C 0.421 -1.005 1.622 0.87 1.24 -0.24
H 1.882 1.356 1.616 -0.23 0.07 -0.05
H 1.905 1.379 -0.019 -0.04 -0.03 -0.10
H -0.836 1.240 -0.100 0.17 0.12 1.50
H -1.409 0.572 1.299 0.00 0.02 0.17
H 1.417 -2.277 2.887 0.25 0.09 -0.20
H 2.378 -1.050 2.049 -0.15 -0.18 0.28
H -0.533 -1.454 1.856 -0.08 -0.05 -0.11
```
Forces are in eV/Å.